# C5H11O2

A 2-piece molecular cluster, C5H11O2 overall in a non-equilibrium geometry (wB97M-V/def2-TZVPD, the OMol25 dataset).

Each line ends with the Mulliken charge.
Positions of all 18 atoms, in Å:
C: 0.98874 2.64506 -1.05062  -0.97
C: 1.08680 1.05035 -1.69448  0.50
O: 2.23869 0.76265 -2.00219  -0.66
O: 0.00523 0.41455 -1.52192  -0.67
H: 2.02586 2.84795 -1.17856  0.29
H: 0.84050 2.45958 -0.01732  0.16
H: 0.37995 3.25972 -1.49811  0.36
C: -1.15405 -1.28177 1.22410  -0.09
C: -2.11791 -2.47261 1.55523  -1.23
C: -0.59594 -0.85067 2.60013  -1.10
H: -1.34786 -0.45139 0.49396  0.33
H: -0.53122 -1.96135 0.76359  0.21
H: -3.01956 -1.87613 1.94556  0.25
H: -2.36726 -3.08278 0.73701  0.40
H: 0.21881 -1.40654 2.84886  0.34
H: -1.33490 -0.85557 3.40658  0.33
H: -1.78399 -3.11160 2.40939  0.26
H: -0.27758 0.21841 2.47579  0.29

The calculation puts the total energy at -347.5718 Ha. The energy above the lowest of the compared OMol25 structures with the same formula, charge and spin is 204.5 kJ/mol. As for the HOMO energy: -3.466 eV. As for the net charge: -1.

---

# C3H4Cl2

C3H4Cl2 as an isolated structure in a non-equilibrium geometry (wB97M-V/def2-TZVPD, the OMol25 dataset).

Each line ends with the Mulliken charge.
Positions of all 9 atoms, in Å:
C: 0.12753 0.20530 -0.12245  0.53
C: 0.55904 1.04405 0.92262  -0.59
C: 0.38393 1.65280 -0.60821  -0.51
H: 1.73318 0.73860 0.86301  0.22
H: -0.22840 1.51226 1.61430  0.28
H: -0.63824 2.20543 -0.99967  0.26
H: 1.40121 1.72263 -1.14390  0.23
Cl: -1.69624 -0.37870 0.00004  -0.23
Cl: 1.18502 -1.00905 -0.08742  -0.19

The calculation puts the total energy at -1036.9558 Ha. The energy above the lowest of the compared OMol25 structures with the same formula, charge and spin is 304.5 kJ/mol. As for the HOMO energy: -10.306 eV. As for the net charge: 0.

---

# C4H8NO

A 2-piece molecular cluster, C4H8NO overall in a non-equilibrium geometry (wB97M-V/def2-TZVPD, the OMol25 dataset).

Each line ends with the Mulliken charge.
Positions of all 14 atoms, in Å:
C: -1.70671 1.48188 -0.28483  0.01
C: 1.43869 0.46643 0.54459  -0.52
C: 0.83845 0.39837 -0.80908  0.27
C: -0.03723 -1.80763 0.27469  -0.77
N: 0.63868 -0.59681 -0.02205  0.01
O: -0.67094 1.59225 -0.88460  -0.36
H: -2.54230 2.16049 -0.49310  0.30
H: -1.88926 0.72790 0.48924  0.22
H: 2.49767 0.28027 0.67600  0.26
H: 0.99559 1.11587 1.28915  0.23
H: 1.05468 0.57210 -1.84357  0.38
H: -0.61703 -1.70647 1.19304  0.33
H: -0.69143 -2.07653 -0.55336  0.33
H: 0.69114 -2.60812 0.42386  0.32

The calculation puts the total energy at -286.8267 Ha. The energy above the lowest of the compared OMol25 structures with the same formula, charge and spin is 303.9 kJ/mol. As for the HOMO energy: -14.972 eV. As for the net charge: +1.

---

# C4H12N2O2

A 2-piece molecular cluster, C4H12N2O2 overall in a non-equilibrium geometry (wB97M-V/def2-TZVPD, the OMol25 dataset).

Each line ends with the Mulliken charge.
Positions of all 20 atoms, in Å:
C: -0.81162 2.34598 -1.45838  -1.15
C: -0.18192 0.93847 -1.43940  -0.50
N: -0.21934 0.27174 -0.14719  -0.19
C: 1.07355 0.01710 0.45160  -0.56
C: 0.72225 -0.38884 1.97324  0.33
N: 0.36543 -1.70312 2.10331  -0.35
O: 0.77912 0.41665 2.86040  -0.60
H: -1.34778 2.50497 -2.38741  0.36
H: -1.64736 2.46518 -0.73104  0.30
H: -0.10516 3.09704 -1.09707  0.30
H: -0.83948 0.37777 -2.14881  0.27
H: 0.81887 0.97783 -1.86696  0.37
H: -0.96270 0.58345 0.45619  0.25
H: 1.65707 -0.81299 0.00778  0.33
H: 1.72950 0.87056 0.61327  0.37
H: 0.38557 -2.33747 1.30385  0.25
H: 0.45981 -2.15793 2.99724  0.24
O: -0.68933 -2.84418 -0.36323  -0.72
H: -0.92423 -2.00759 0.05729  0.38
H: -0.26224 -2.61464 -1.18466  0.31

The calculation puts the total energy at -419.5903 Ha. As for the SMILES: CCNCC(N)=O.O. The energy above the lowest of the compared OMol25 structures with the same formula, charge and spin is 152.7 kJ/mol. As for the HOMO energy: -9.040 eV. As for the net charge: 0.

---

# C37H24F2N11NiO

C37H24F2N11NiO as an isolated structure in a non-equilibrium geometry (wB97M-V/def2-TZVPD, the OMol25 dataset).

Each line ends with the Mulliken spin population.
Positions of all 76 atoms, in Å:
Ni: -1.78010 0.39913 0.30760  -0.01
C: -2.82275 -5.85292 1.86164  0.02
C: -3.64926 -5.88292 0.74749  -0.01
C: -3.99228 -4.69496 0.10303  0.03
C: -3.29342 -3.52025 0.44697  -0.02
C: -3.19561 -2.12998 -0.08972  0.10
N: -3.82803 -1.73566 -1.17861  -0.05
C: -3.59351 -0.55394 -1.75645  0.25
C: -4.27802 -0.11808 -2.94904  -0.04
C: -5.17430 -0.69296 -3.80614  0.05
C: -5.88146 0.09014 -4.73255  -0.03
C: -5.59508 1.39601 -4.84053  0.06
C: -4.72587 2.09040 -3.96187  -0.05
C: -4.09648 1.30593 -3.05884  0.06
C: -3.22196 1.62845 -1.94170  -0.03
N: -2.76328 2.85797 -1.79701  0.12
C: -1.89054 3.09145 -0.86034  -0.12
N: -1.32543 2.25107 0.09516  0.08
C: -0.34148 2.98289 0.78097  0.02
N: 0.35338 2.50247 1.82507  -0.02
C: 0.39327 1.17584 2.02010  0.20
N: -0.52484 0.17888 1.70574  -0.04
C: -0.14684 -0.89400 2.46767  0.16
N: -0.80029 -2.03711 2.56999  0.07
C: -1.74667 -2.21720 1.66687  0.02
N: -2.25968 -1.38504 0.69967  0.07
C: -2.47306 -3.54063 1.61508  0.01
C: -2.28622 -4.67515 2.35275  0.00
C: 1.03191 -0.59955 3.26893  0.04
C: 1.77889 -1.29672 4.23973  0.00
C: 2.98012 -0.73747 4.72785  0.04
C: 3.38307 0.54968 4.27019  0.02
C: 2.64450 1.29401 3.34758  0.01
C: 1.46822 0.68311 2.87307  0.03
C: -0.20622 4.28548 0.13753  -0.03
C: 0.65733 5.30393 0.34441  0.02
C: 0.50819 6.48838 -0.38094  -0.03
C: -0.45547 6.53588 -1.42877  0.02
C: -1.33934 5.46444 -1.66175  -0.03
C: -1.13950 4.31470 -0.89934  -0.01
N: -2.96600 0.53360 -1.14632  -0.01
H: -2.55074 -6.80018 2.33548  0.00
H: -3.95520 -6.84637 0.36880  0.00
H: -4.70250 -4.74130 -0.64710  0.00
H: -5.32771 -1.77867 -3.76037  0.01
H: -6.53480 -0.42481 -5.44895  0.00
H: -6.10256 2.06839 -5.53417  0.01
H: -4.52074 3.16885 -3.94049  0.00
H: -1.66854 -4.64782 3.26121  0.00
H: 1.48208 -2.25369 4.72759  0.00
H: 3.60112 -1.26778 5.44673  0.00
H: 4.31546 0.94482 4.60572  0.00
H: 3.05298 2.22310 2.98463  0.01
H: 1.43223 5.16728 1.06870  0.00
H: 0.97826 7.37912 -0.02728  0.00
H: -0.56411 7.39988 -2.02785  0.00
H: -2.22517 5.56353 -2.28337  0.00
F: 7.22204 0.42811 0.82991  0.00
C: 5.83153 0.80265 0.86875  -0.02
F: 5.34602 0.69862 2.14587  0.00
H: 5.78300 1.82634 0.48616  0.00
C: 3.90061 -3.11900 -1.33944  0.02
N: 4.18784 -1.77229 -0.98255  0.05
C: 3.20004 -0.67013 -1.36344  -0.03
C: 3.84915 0.42364 -0.68257  0.24
O: 3.41910 1.56563 -0.59839  0.18
N: 5.11423 -0.08038 -0.03325  -0.08
C: 5.27534 -1.38311 -0.30593  0.57
N: 6.36503 -2.12893 -0.06332  0.02
H: 3.70311 -3.75550 -0.39665  0.01
H: 4.71464 -3.47662 -1.93115  0.00
H: 2.97554 -3.15535 -1.92988  -0.02
H: 2.17061 -0.95127 -1.08339  0.04
H: 3.18247 -0.52678 -2.42396  0.04
H: 6.40490 -3.14120 -0.37754  -0.01
H: 7.23890 -1.57809 0.06628  0.00

The calculation puts the total energy at -3810.0503 Ha. Its spin multiplicity is 3. The energy above the lowest of the compared OMol25 structures with the same formula, charge and spin is 107.1 kJ/mol. As for the HOMO energy (spin up / spin down): -2.299 / -3.122 eV. As for the net charge: -1.

---

# C15H26O7S

A 2-piece molecular cluster, C15H26O7S overall in a non-equilibrium geometry (wB97M-V/def2-TZVPD, the OMol25 dataset).

Each line ends with the Mulliken charge.
Positions of all 49 atoms, in Å:
C: -0.35054 -2.24518 0.91979  -0.55
C: -1.30907 -2.36882 -0.08268  -0.27
C: -2.72285 -1.64446 -0.03177  0.68
O: -3.10576 -1.26403 1.07414  -0.60
O: -3.34048 -1.47622 -1.25751  -0.34
C: -4.49461 -0.62540 -1.22103  -0.53
C: -4.23576 0.87872 -1.67296  -0.68
C: -2.82747 1.47656 -1.25092  0.73
C: -2.96697 2.62725 -0.13469  -0.98
C: -1.51838 3.25970 0.17270  -0.67
C: -0.63596 2.24610 1.02939  -0.77
C: 0.38837 1.35097 0.20618  1.31
O: 1.62735 1.51526 1.00839  -0.57
S: 2.93245 0.97164 0.09067  0.94
O: 4.18763 1.76055 0.14954  -0.57
O: 2.97146 -0.47777 0.44875  -0.45
O: 2.27567 1.42326 -1.37941  -0.37
C: 0.85179 1.78432 -1.24959  0.34
C: 0.22189 0.92842 -2.45132  -0.30
C: 0.53737 -0.45580 -2.69178  -0.62
H: -0.71257 -2.04525 1.97121  0.27
H: 0.76500 -2.38806 0.76468  0.19
H: -1.04216 -2.99206 -0.99499  0.42
H: -5.06402 -0.60051 -0.24786  0.30
H: -5.22794 -1.05752 -1.98521  0.33
H: -4.26184 0.87764 -2.81728  0.33
H: -5.11338 1.54469 -1.37126  0.33
H: -2.03998 0.71554 -0.97733  -0.47
H: -2.42142 2.02747 -2.16907  0.12
H: -3.60518 3.49218 -0.50898  0.40
H: -3.40487 2.24554 0.83435  0.29
H: -1.73071 4.15401 0.85496  0.30
H: -1.01671 3.68650 -0.74374  0.36
H: -1.37022 1.51810 1.52022  0.25
H: -0.13520 2.78298 1.89916  0.37
H: 0.22992 0.22458 0.32683  -0.56
H: 0.85760 2.87231 -1.54191  0.35
H: -0.55612 1.41868 -3.12443  0.34
H: 1.29532 -0.76106 -3.47942  0.27
H: 0.09608 -1.31219 -2.08150  0.04
C: 4.96329 -2.25349 3.08885  -0.64
C: 5.58575 -3.33698 2.23114  -0.24
O: 4.57152 -4.11357 1.60326  -0.52
H: 4.31732 -2.69141 3.85382  0.26
H: 5.73374 -1.65433 3.57979  0.32
H: 4.33728 -1.59294 2.48266  0.01
H: 6.19278 -4.00755 2.84196  0.30
H: 6.22519 -2.90189 1.45634  0.24
H: 4.04540 -3.51644 1.05790  0.29

The calculation puts the total energy at -1511.7153 Ha. As for the SMILES: C=CC(=O)OCCCCCC[C@@H]1OS(=O)(=O)O[C@H]1C=C.CCO. The energy above the lowest of the compared OMol25 structures with the same formula, charge and spin is 0.0 kJ/mol. As for the HOMO energy: -8.180 eV. As for the net charge: 0.

---

Q: energy above the lowest of the compared OMol25 structures with the same formula, charge and spin of number 6 (C15H26O7S)?
A: 0.0 kJ/mol